Record 1
# C15H42BF4O17P4

A cluster of 6 separate species, C15H42BF4O17P4 in total in a non-equilibrium geometry (ωB97M-V with the def2-TZVPD basis set, the Open Molecules 2025 dataset).

Geometry (Å):
B -41.1262 -1.9217 13.8091
F -41.7598 -0.8116 13.0889
F -40.2719 -1.4374 14.8584
F -42.1859 -2.5719 14.3777
F -40.4161 -2.7349 13.0659
C -37.7613 -0.5915 16.5938
C -37.7116 0.3817 17.6761
O -36.8005 0.6048 18.3934
C -39.0319 1.1942 17.7741
H -38.2943 -1.4578 16.7862
H -36.7897 -1.0927 16.4627
H -37.9685 -0.4218 15.4783
H -38.6383 1.9973 18.5213
H -39.9604 0.7569 18.2070
H -39.2722 1.5702 16.7736
C -49.6705 -5.0381 14.4120
O -48.9178 -4.4935 13.3220
P -48.0240 -3.1593 13.3977
O -48.8120 -2.1041 14.0933
O -46.7714 -3.5487 14.4929
C -45.5516 -3.0356 14.2704
O -47.5131 -2.6140 12.0133
C -48.5433 -2.2314 11.0960
H -49.6319 -6.1002 14.2610
H -50.5652 -4.3288 14.6057
H -49.0105 -4.8930 15.3148
H -45.1289 -3.0447 13.4293
H -44.7984 -3.6847 14.7918
H -45.6069 -1.9539 14.6381
H -47.9974 -2.0966 10.1695
H -49.1016 -1.2867 11.3940
H -49.2006 -2.9119 10.9256
C -41.3436 -6.1526 8.7992
O -40.1349 -5.9329 9.6181
P -38.8113 -5.3026 8.9175
O -38.1312 -6.2468 8.0117
O -39.2826 -4.1049 7.9592
C -38.3466 -3.5015 7.1602
O -37.8379 -4.5878 9.9664
C -38.2995 -3.9356 11.1517
H -42.1504 -6.8845 9.3020
H -41.1912 -6.6755 7.6761
H -41.7273 -5.2603 8.6387
H -38.6688 -2.6412 6.7117
H -37.7048 -4.2428 6.5542
H -37.3951 -3.0189 7.6311
H -39.1280 -4.3854 11.6670
H -39.0621 -3.2090 10.9407
H -37.4709 -3.4617 11.6549
C -43.0770 -1.1716 18.5616
O -44.1581 -1.0180 17.5620
P -44.5789 0.4510 17.1480
O -45.2455 1.1094 18.2687
O -43.3568 1.4098 16.7270
C -42.5752 1.1811 15.5648
O -45.5626 0.2676 15.8663
C -46.7206 1.0701 15.6771
H -42.8265 -2.1313 18.4772
H -43.2853 -0.8339 19.5436
H -42.1826 -0.7543 18.4216
H -41.6851 1.8427 15.6257
H -43.0733 1.4870 14.7437
H -42.3511 0.3039 15.2407
H -47.5058 0.8874 16.3828
H -46.8980 1.1271 14.5842
H -46.5495 2.0386 15.9947
C -38.5150 -4.3838 15.1701
O -38.3824 -5.3265 16.1000
P -38.9952 -5.0851 17.5724
O -38.2569 -5.8870 18.5057
O -38.5783 -3.5783 17.8577
C -38.7205 -3.1407 19.1693
O -40.5913 -5.0423 17.8420
C -41.5327 -4.4436 17.0010
H -37.7815 -3.6880 15.4660
H -39.4580 -3.9262 15.2119
H -38.3431 -4.7015 14.1406
H -37.9753 -3.7073 19.7794
H -39.7155 -3.4499 19.2841
H -38.6571 -1.9233 19.4233
H -40.9677 -3.5222 16.6333
H -42.3266 -4.0883 17.6066
H -41.7195 -5.1385 16.1712

* E: -99753.9698 eV
* E_LUMO: 2.2 eV
* total charge: -1
* HOMO: -7.69 eV



Record 2
# C56H62Cl3GeN6O2PS3SeTl

A structure of composition C56H62Cl3GeN6O2PS3SeTl (ωB97M-V with the def2-TZVPD basis set, the Open Molecules 2025 dataset).

Geometry (Å):
Tl 0.7253 -0.4459 0.1313
C -4.3013 1.3047 4.2594
C -4.5538 1.7440 2.9677
C -3.5152 1.8673 2.0579
C -2.2072 1.5649 2.4382
C -1.9633 1.1165 3.7330
C -3.0068 0.9892 4.6370
P -0.8750 1.6655 1.2017
C -1.3760 3.0445 0.1154
C -1.2561 4.3833 0.4826
C -1.6741 5.3882 -0.3727
C -2.2190 5.0687 -1.6090
C -2.3394 3.7411 -1.9838
C -1.9193 2.7340 -1.1274
C 0.5296 2.3314 2.1477
C 0.2933 3.2801 3.1122
C 1.3383 3.9094 3.8100
C 2.6272 3.5752 3.5242
C 2.9229 2.5716 2.5706
C 4.2713 2.2046 2.3397
C 4.5808 1.1916 1.4852
C 3.5417 0.4989 0.8262
C 2.2276 0.8538 0.9856
C 1.8738 1.9132 1.8722
H -5.1107 1.2141 4.9701
H -5.5619 2.0064 2.6764
H -3.7148 2.2367 1.0592
H -0.9566 0.8661 4.0424
H -2.8032 0.6419 5.6406
H -0.8245 4.6535 1.4368
H -1.5709 6.4228 -0.0752
H -2.5419 5.8556 -2.2777
H -2.7445 3.4850 -2.9511
H -1.9877 1.7030 -1.4477
H -0.7263 3.5531 3.3521
H 1.1114 4.6559 4.5577
H 3.4494 4.0551 4.0395
H 5.0474 2.7337 2.8783
H 5.6089 0.8985 1.3241
H 3.8038 -0.3354 0.1914
C 3.9193 5.5937 -2.4449
C 2.8393 4.6901 -2.8932
N 2.0135 4.9014 -3.8697
N 1.2299 3.7894 -3.9062
C 1.5437 2.8855 -2.9654
S 0.8274 1.3992 -2.6482
N 2.5747 3.4799 -2.3052
N 3.3308 2.8878 -1.2975
H 3.9403 6.4652 -3.0926
H 4.8800 5.0817 -2.4862
H 3.7550 5.9203 -1.4179
H 0.4975 3.6949 -4.5873
H 2.9703 1.9386 -1.2218
H 3.0971 3.3434 -0.4177
Cl -2.5362 1.7753 -7.9610
C -3.2123 1.0404 -6.5480
C -3.3458 1.7783 -5.3847
C -3.8733 1.1600 -4.2677
C -4.2731 -0.1743 -4.2617
C -4.8384 -0.6963 -2.9511
C -4.1824 -1.9521 -2.3535
N -2.7457 -1.7558 -2.2150
C -1.7975 -2.0867 -3.1505
C -0.6112 -1.6288 -2.6764
N -0.8217 -1.0140 -1.4718
C -2.1143 -1.1114 -1.2175
O -6.2341 -0.8895 -3.1086
C -7.0492 -0.3979 -2.0448
C -6.8335 1.0646 -1.7770
C -7.0515 2.0618 -2.6851
Cl -7.6605 1.8810 -4.2744
S -6.6199 3.6106 -2.0875
C -6.1265 2.9384 -0.5927
C -6.3042 1.5911 -0.5661
C -4.1639 -0.8659 -5.4672
Cl -4.7577 -2.4900 -5.6641
C -3.6302 -0.2769 -6.6042
H -3.0482 2.8168 -5.3626
H -3.9910 1.7289 -3.3551
H -4.6457 0.1081 -2.2296
H -4.3495 -2.8283 -2.9678
H -4.6089 -2.1474 -1.3679
H -2.0575 -2.6123 -4.0504
H 0.3707 -1.7038 -3.0971
H -2.6085 -0.7658 -0.3233
H -6.8756 -0.9650 -1.1221
H -8.0712 -0.5929 -2.3686
H -5.7361 3.5771 0.1824
H -6.0623 0.9714 0.2837
H -3.5584 -0.8383 -7.5237
C -0.7895 -1.7034 5.7501
C 0.5362 -2.2358 5.2331
C 1.3450 -1.1892 4.4751
C 2.5918 -1.7980 3.8425
Ge 2.2459 -2.9354 2.2590
C 2.3777 -4.8887 2.4345
C 3.7425 -5.4749 2.7827
C 4.3117 -5.0442 4.1309
C 3.3600 -5.2832 5.2948
H -1.3028 -2.4357 6.3723
H -1.4481 -1.4493 4.9192
H -0.6412 -0.8032 6.3518
H 0.3452 -3.0898 4.5719
H 1.1399 -2.6193 6.0619
H 1.6292 -0.3842 5.1614
H 0.7111 -0.7373 3.7022
H 3.1089 -2.3996 4.5915
H 3.2931 -1.0261 3.5153
H 3.2206 -2.4907 1.1455
H 2.0688 -5.2626 1.4540
H 1.6056 -5.2150 3.1345
H 4.4584 -5.2142 1.9959
H 3.6631 -6.5671 2.7675
H 4.5923 -3.9863 4.0926
H 5.2437 -5.5885 4.3020
H 2.4889 -4.6280 5.2471
H 3.8524 -5.1040 6.2502
H 2.9952 -6.3121 5.2971
C 2.9401 -1.7378 -3.9125
S 3.4770 -1.5318 -2.2122
O 2.2281 -1.6819 -1.3796
C 4.3449 -3.0791 -1.9940
C 3.6973 -4.1206 -1.3456
C 4.3853 -5.3082 -1.1433
C 5.6944 -5.4399 -1.5839
C 6.3312 -4.3840 -2.2209
C 5.6593 -3.1892 -2.4210
H 2.4265 -2.6913 -4.0183
H 3.8167 -1.7062 -4.5561
H 2.2823 -0.8979 -4.1302
H 2.6855 -3.9813 -0.9896
H 3.8998 -6.1289 -0.6327
H 6.2263 -6.3671 -1.4202
H 7.3557 -4.4874 -2.5498
H 6.1577 -2.3518 -2.8926
Se 0.0495 -2.5728 1.4307

* E: -278027.2798 eV
* E_LUMO: -2.0 eV
* total charge: +1
* ΔE to the lowest compared entry with this formula, charge and spin: 0.000 eV
* HOMO: -10.08 eV